(1)
Entry from OMol25: a molecular structure, C4H6CrLiO7 (ωB97M-V/def2-TZVPD).

Summary:
LUMO (spin up / spin down) = 0.8121 / 0.8171 eV
multiplicity = 5
E = -47204.79790 eV
net charge = -1
HOMO level (spin up / spin down) = -2.5078 / -0.8618 eV

XYZ file:
```
19
C4H6CrLiO7, DFT ωB97M-V/def2-TZVPD
Cr 0.2179 -2.2051 -3.6178
O 0.9784 3.1119 1.9226
O -1.0549 -0.5142 -0.7032
O 3.0369 2.3505 2.1841
O -1.0161 -2.7855 -0.4732
O 1.5588 1.0677 1.1619
O -1.2764 -1.8971 -2.5158
O -2.9587 -1.7482 -0.9896
C 0.2245 -0.4049 -0.1425
C -1.5822 -1.7781 -1.2550
C 1.8524 2.2209 1.7854
C 0.2722 0.9340 0.5690
Li 2.4262 4.1009 2.8211
H 0.3973 -1.2216 0.5782
H -3.3640 -1.1960 -1.6655
H 1.0079 -0.4528 -0.9168
H 0.0981 1.7485 -0.1475
H -0.3142 -2.3121 0.0595
H -0.5043 0.9811 1.3451
```

(2)
Entry from OMol25: a molecular structure, C4H6CsO2 (ωB97M-V/def2-TZVPD).

Summary:
LUMO (spin up / spin down) = -0.7800 / -0.9234 eV
multiplicity = 2
E = -8882.42115 eV
net charge = 0
HOMO level (spin up / spin down) = -3.5244 / -5.9151 eV

XYZ file:
```
13
C4H6CsO2, DFT ωB97M-V/def2-TZVPD
Cs 2.3826 -0.9851 0.1325
O 1.4129 2.6634 -0.6648
O -2.3624 -0.3386 -0.3589
C -3.6912 0.0945 -0.1431
C 0.4214 3.1966 -0.7987
C -4.5449 -0.9207 0.5967
C -1.6204 -0.9136 0.7062
H -4.1823 -1.9410 0.4064
H -5.5863 -0.8581 0.2516
H -4.1212 0.2894 -1.1390
H -4.5317 -0.7319 1.6798
H -2.2891 -0.9191 1.6007
H -3.6748 1.0554 0.4035
```

(3)
Entry from OMol25: a molecular structure, C4H6CuO2 (ωB97M-V/def2-TZVPD).

Summary:
LUMO (spin up / spin down) = -0.7991 / -1.0142 eV
multiplicity = 2
E = -52971.28211 eV
net charge = 0
HOMO level (spin up / spin down) = -7.1870 / -6.2888 eV

XYZ file:
```
13
C4H6CuO2, DFT ωB97M-V/def2-TZVPD
Cu -0.9627 -1.4582 -0.6462
O 0.5894 -0.1259 -1.2177
O -1.5345 0.3733 0.6235
C 1.7667 -0.3013 -1.6711
C -2.2277 1.3935 1.3407
C -1.4351 0.4393 -0.7497
C 2.5775 -1.1647 -0.7353
H -3.2950 1.1343 1.3369
H 1.9855 -1.9366 -0.2029
H -1.8061 1.4493 2.3535
H 3.3736 -1.6569 -1.3190
H -2.1086 2.3806 0.8758
H 3.0769 -0.5266 0.0115
```